# 1
This record from the OMol25 dataset describes C5H6N2 in the gas phase in a non-equilibrium geometry. The level of theory is ωB97M-V with the def2-TZVPD basis set.

Last column: Löwdin charge in e.
Cartesian coordinates (Å):
N  0.934  1.548  1.944  0.180
C  0.165  0.682  1.827  -0.153
C  -0.917  0.285  0.941  -0.286
C  -0.787  0.418  -0.550  -0.180
C  0.607  0.147  -1.084  -0.112
C  0.548  -1.137  -0.226  -0.155
N  -0.895  -0.915  0.156  0.006
H  -1.868  0.621  1.340  0.140
H  -1.632  0.769  -1.150  0.135
H  0.627  -0.064  -2.162  0.109
H  1.360  0.904  -0.849  0.101
H  0.598  -2.060  -0.798  0.107
H  1.259  -1.197  0.611  0.108

The calculation puts the HOMO-LUMO gap at 10.29 eV. The value obtained for the largest force on an atom is 3.1 eV/Å. For the highest occupied orbital energy, the calculation gives -9.59 eV. Its spin multiplicity is 1. Its SMILES is N#C[C@H]1[C@H]2CCN21.

# 2
This record from the OMol25 dataset describes C5H6N2O in the gas phase. The level of theory is ωB97M-V with the def2-TZVPD basis set.

Last column: Löwdin charge in e.
Cartesian coordinates (Å):
O  0.529  2.324  -1.266  0.054
C  1.170  1.344  -1.540  -0.333
N  1.026  0.080  -0.990  0.101
C  0.117  -0.318  -0.010  -0.344
N  -0.722  0.441  0.582  0.108
C  -1.426  -0.392  1.530  -0.220
C  -0.872  -1.777  1.389  -0.062
C  0.063  -1.749  0.425  -0.010
H  1.975  1.343  -2.317  0.131
H  1.655  -0.609  -1.355  0.126
H  -2.511  -0.370  1.356  0.128
H  -1.252  -0.007  2.528  0.120
H  -1.180  -2.648  1.940  0.099
H  0.653  -2.595  0.062  0.103

The calculation puts the HOMO-LUMO gap at 10.24 eV. The value obtained for the largest force on an atom is 0.8 eV/Å. For the highest occupied orbital energy, the calculation gives -9.51 eV. Its spin multiplicity is 1. Its SMILES is O=CNC1=NCC=C1.

# 3
This record from the OMol25 dataset describes C5H6N2O in the gas phase in a non-equilibrium geometry. The level of theory is ωB97M-V with the def2-TZVPD basis set.

Last column: Löwdin charge in e.
Cartesian coordinates (Å):
C  1.009  -1.785  0.090  -0.049
C  0.461  -0.417  -0.067  -0.204
C  1.131  0.869  -0.053  -0.057
C  0.167  1.803  0.018  -0.163
N  -1.054  1.289  0.141  0.093
C  -0.883  -0.103  0.156  -0.293
N  -1.973  -0.938  0.043  0.036
O  -3.023  -0.245  -0.164  -0.085
H  2.118  -1.652  -0.237  0.116
H  0.625  -2.442  -0.684  0.073
H  0.745  -2.337  0.960  0.072
H  2.205  1.132  -0.454  0.146
H  0.324  2.938  -0.092  0.152
H  -1.852  1.888  0.343  0.163

The calculation puts the HOMO-LUMO gap at 8.43 eV. The value obtained for the largest force on an atom is 4.0 eV/Å. For the highest occupied orbital energy, the calculation gives -9.01 eV. Its spin multiplicity is 1. Its SMILES is Cc1cc[nH]c1N=O.

# 4
This record from the OMol25 dataset describes C5H6N2O in the gas phase in a non-equilibrium geometry. The level of theory is ωB97M-V with the def2-TZVPD basis set.

Last column: Löwdin charge in e.
Cartesian coordinates (Å):
C  -1.109  1.063  -0.187  -0.154
N  -1.754  -0.031  -0.467  0.012
N  -1.520  -1.225  0.307  0.003
C  -0.360  -1.883  0.202  -0.077
C  0.686  -1.002  -0.533  -0.250
O  2.055  -0.536  -0.326  0.014
C  0.940  0.064  0.392  -0.365
C  0.341  1.374  0.281  -0.144
H  -1.495  2.073  -0.830  0.154
H  -0.309  -3.113  0.336  0.166
H  0.481  -0.682  -1.590  0.167
H  0.835  -0.178  1.536  0.183
H  0.254  1.833  1.268  0.099
H  0.954  2.243  -0.389  0.192

The calculation puts the HOMO-LUMO gap at 9.98 eV. The value obtained for the largest force on an atom is 5.0 eV/Å. For the highest occupied orbital energy, the calculation gives -9.67 eV. Its spin multiplicity is 1. Its SMILES is C1=NN=C[C@@H]2O[C@H]2C1.

The lowest highest occupied orbital energy belongs to which entry? number 4